{
  "formula": "C5H14N2",
  "method": "ωB97M-V/def2-TZVPD",
  "orbital_gap_ev": 9.8,
  "smiles": "NCCCCCN",
  "total_charge": 0,
  "total_energy_ha": -308.33981,
  "lumo_ev": 1.141,
  "multiplicity": 1,
  "elements": ["C", "C", "C", "C", "C", "N", "N", "H", "H", "H", "H", "H", "H", "H", "H", "H", "H", "H", "H", "H", "H"],
  "coordinates": [[-1.20509, -0.22145, 1.93499], [-0.54996, -1.14996, 0.89569], [0.97479, -0.55058, 0.46948], [1.17741, -0.80549, -0.99740], [0.46379, 0.19638, -1.87312], [0.84099, 1.60106, -1.57452], [-1.53114, 1.04535, 1.27198], [-0.44609, 0.07470, 2.78809], [-2.03167, -0.74109, 2.25957], [-0.49575, -2.17582, 0.97719], [-1.16457, -1.04514, 0.00973], [1.20276, 0.39906, 0.95831], [1.68525, -1.14343, 1.07366], [0.77181, -1.93452, -1.04332], [2.20629, -0.84908, -1.26504], [-0.66342, 0.12151, -1.61755], [0.63771, -0.19374, -2.87518], [1.42479, 2.05413, -2.27824], [-0.14591, 2.13622, -1.68643], [-0.78204, 1.70717, 1.04361], [-2.36995, 1.47470, 1.52852]],
  "forces_ev_per_a": [[4.09, 1.69, -0.19], [2.33, 4.30, -1.37], [-1.49, -1.97, 2.45], [-1.02, -1.79, 1.16], [-1.85, -0.71, 0.52], [-3.42, 1.40, -0.71], [0.82, -0.65, -1.01], [-1.50, -1.32, -1.11], [-2.15, -0.47, 1.27], [0.33, -2.27, 1.33], [-0.21, 0.32, -0.30], [-0.64, 0.60, -0.94], [-0.20, -0.42, -0.44], [0.74, 2.44, -0.84], [1.04, -0.01, -0.20], [1.75, 0.03, -0.69], [-0.28, 0.71, -0.51], [-0.02, -0.51, 0.07], [3.22, -1.27, 0.46], [-0.45, -0.77, 0.48], [-1.08, 0.69, 0.57]]
}